(1)
The following is a DFT calculation (ωB97M-V with the def2-TZVPD basis set) of a structure of composition C14H22CdN5OS.

Structure (XYZ):
```
44
Properties=species:S:1:pos:R:3:mulliken_charge:R:1
H 2.04320 5.17711 -0.07854 0.36
H -1.56934 -2.63550 0.55953 0.24
N -2.91292 -1.30069 -0.24349 -0.37
S 1.52921 -1.72582 0.48507 -0.49
C 5.32613 -0.65861 -0.29470 -0.07
C -5.13607 -2.17817 -0.71541 -0.68
C -0.02085 4.62407 0.17313 -0.71
H -0.22506 4.79258 -0.87201 0.35
C 3.97431 -2.94817 0.12867 -0.68
C -1.29690 2.36113 -0.14908 -0.36
C -2.58065 -2.54464 0.17609 -0.32
H -2.35923 2.24422 -0.37987 0.30
C 5.34994 -3.05173 -0.03395 -0.24
H 5.75555 0.31305 -0.51871 0.42
N -0.89312 1.06723 0.48396 -0.58
C -1.05050 3.59851 0.73068 -0.73
N 1.91760 3.06589 -0.28685 -0.33
H -3.09097 -4.54213 0.62779 0.33
H 3.39466 -3.84286 0.33937 0.34
H -6.14972 -2.01250 -1.09071 0.27
O 3.37537 0.58881 -0.29353 -0.78
Cd 1.29167 0.72339 0.33622 0.77
H 2.92542 2.96931 -0.13577 0.31
H -6.55454 -4.36455 -0.74697 0.20
C 3.22599 -1.74956 0.06040 0.62
C -4.72336 -3.46781 -0.34015 1.07
H -1.43705 0.30106 0.08105 0.44
C 1.46444 4.33722 0.33008 -0.78
H -1.99974 4.14164 0.84094 0.29
C -4.19666 -1.16089 -0.58903 -0.35
H -0.84254 3.27420 1.77454 0.42
H 5.81674 -4.01391 0.02440 0.42
H -4.47383 -0.14748 -0.83304 0.38
H -5.39142 -5.36986 0.03473 0.21
N 3.98063 -0.61634 -0.15572 0.41
C -3.42554 -3.61853 0.22246 -0.63
C 6.05207 -1.83798 -0.18076 -0.62
H 1.73737 3.18158 -1.26114 0.19
H 7.16313 -1.80656 -0.17179 0.34
H -0.81370 2.39716 -1.12944 0.44
H -0.13480 5.60380 0.68069 0.35
H -1.15517 1.10775 1.47263 0.33
N -5.59525 -4.52364 -0.45916 -0.47
H 1.70554 4.24823 1.39742 0.38
```

The energy comes out at -39767.042 eV. The charge is +1. The largest force on an atom comes out at 0.03815 Eh/bohr. The gap between HOMO and LUMO is 0.3089 Ha. For the energy relative to the best compared isomer or geometry (same formula, charge and spin), the calculation gives 0.00 kJ/mol.

---

(2)
The following is a DFT calculation (ωB97M-V with the def2-TZVPD basis set) of an isolated molecule of CH2N2O.

Structure (XYZ):
```
6
Properties=species:S:1:pos:R:3:mulliken_charge:R:1
O -0.60653 0.50590 -0.57145 -0.14
C 0.09630 1.32735 0.82017 0.14
N 0.56003 1.36575 1.85001 -0.30
H 0.62857 -0.94714 -1.17791 0.26
N -0.26715 -0.72118 -0.76675 -0.23
H -0.41122 -1.53068 -0.15408 0.27
```

The energy comes out at -6091.831 eV. The charge is 0. The largest force on an atom comes out at 0.11456 Eh/bohr. The gap between HOMO and LUMO is 0.3546 Ha. For the energy relative to the best compared isomer or geometry (same formula, charge and spin), the calculation gives 499.90 kJ/mol.

---

(3)
The following is a DFT calculation (ωB97M-V with the def2-TZVPD basis set) of a cluster of 2 separate species, C18H40B2FN2O15P2S in total.

Structure (XYZ):
```
81
Properties=species:S:1:pos:R:3:mulliken_charge:R:1
H 0.20852 1.63828 0.32133 0.28
H 4.08301 -6.73474 0.91490 0.31
H -0.34276 -7.22957 2.78619 0.76
O -3.22899 -4.02091 1.54556 -0.47
C -1.23927 -2.26618 -0.36692 -1.04
C 0.79328 -5.49810 2.05842 0.66
C -2.81758 8.22072 -4.43246 -0.93
H -3.02946 -3.20840 2.02655 0.33
H -3.76834 7.99484 -2.52646 0.35
H -1.81864 8.35049 -4.85596 0.15
H -0.77335 -5.78637 3.60721 0.41
H 0.00228 7.08209 -5.46151 0.29
H -1.27340 0.68507 2.18643 0.30
H -1.26325 2.46677 -0.30054 0.23
H 3.36539 -2.50258 -1.15795 0.27
H -0.67734 4.34639 -4.27557 0.36
P 2.05388 -6.89385 1.93539 -0.46
C -2.72595 -5.01542 2.34827 0.30
C 0.76430 7.41599 0.06463 -0.33
O -1.84098 -0.05845 0.31669 -0.41
C 1.31386 -4.13932 2.70611 1.19
O 1.27474 -3.36798 -2.15828 -0.56
O 1.23184 -8.16536 1.21918 -0.42
H 0.32710 8.54394 1.85088 0.39
H -0.97606 -2.18318 -1.42937 -0.02
O -0.10661 5.83612 -3.04539 -0.38
O 0.74151 -5.10706 0.70726 -0.69
C -2.76842 8.19741 -2.91587 -0.33
C -0.20651 8.01638 1.05869 -1.05
O -0.80930 -3.38605 4.21788 -0.55
H 3.20082 -2.08646 1.67386 0.41
H 1.37179 -5.42470 -1.92952 0.18
H 3.45833 -4.70583 2.38703 0.32
C -1.77063 -6.03927 1.76629 -0.46
C 2.86163 -3.97133 2.92264 -1.26
O 3.04650 -3.22630 -0.60967 -0.77
B 0.56644 -3.63151 0.48543 0.60
F 0.81000 -4.88743 5.22646 -0.28
H -0.07358 -4.80174 -2.76403 0.17
H 1.49629 -4.80098 -3.61862 0.27
N 3.15099 -6.41060 0.71233 -0.43
C 3.41049 -2.59478 2.60493 -0.12
H 1.00943 5.63899 -5.51350 0.32
C -0.74659 -0.99886 0.35012 0.05
O 0.05653 6.68540 -0.93637 -0.25
C -0.48724 -6.16285 2.62674 -1.25
H -2.47487 9.17559 -2.53250 0.29
C -0.73160 5.43587 -4.26046 -0.15
H -1.58124 -5.90693 0.70628 0.16
H -0.81940 7.23424 1.50838 0.27
H -0.52682 5.66514 -6.39203 0.35
H 3.06561 -4.15169 3.98204 0.70
S 0.59303 -3.59726 4.31248 1.14
O 1.32984 -2.53637 4.90662 -0.66
H 4.22764 -2.47848 4.30089 0.29
B 1.66499 -3.38042 -0.81001 1.07
H -2.33209 -2.22267 -0.33329 0.52
O -1.92833 7.17258 -2.40618 -0.41
O -0.20342 8.79577 -2.13611 -0.82
O -0.85756 -3.47150 0.22801 -1.06
H -3.22509 7.28766 -4.82463 0.27
H -3.45075 9.03689 -4.78332 0.40
H 0.06636 -0.54892 -0.22868 0.14
H -0.88638 8.71504 0.56980 0.26
C -0.75241 2.07860 0.57631 -0.98
H -2.64820 1.44868 1.37394 0.34
H 1.41462 6.70232 0.57404 0.35
N 4.11814 -1.94593 3.43682 -0.84
H -0.57580 2.86640 1.31216 0.36
O 0.98483 -3.12957 1.83899 0.13
H -2.30973 -6.98398 1.87080 0.58
C 1.00683 -4.69347 -2.65242 -0.60
H 1.40503 8.17859 -0.37724 0.35
H -0.50058 -1.15580 1.40063 0.22
H -1.78923 5.68944 -4.25765 0.20
H 1.79140 -8.91750 1.42017 0.37
O -3.09684 -5.08457 3.50674 -0.58
P -0.27010 7.32451 -2.39171 1.11
C -1.65835 1.01619 1.21639 -0.24
C -0.02270 5.98918 -5.48112 -1.08
H 3.11848 -5.42037 0.49647 0.11
```

The energy comes out at -86496.071 eV. The charge is -1. The largest force on an atom comes out at 0.14926 Eh/bohr. The gap between HOMO and LUMO is 0.2365 Ha. For the energy relative to the best compared isomer or geometry (same formula, charge and spin), the calculation gives 87.19 kJ/mol.

---

(4)
The following is a DFT calculation (ωB97M-V with the def2-TZVPD basis set) of a cluster of 9 separate species, C49H111N13O9 in total.

Structure (XYZ):
```
182
Properties=species:S:1:pos:R:3:mulliken_charge:R:1
H 31.84830 -17.42525 -14.36278 0.34
H 17.42202 -16.73655 -21.84836 0.19
H 13.90898 -2.07533 -11.42104 0.36
H 22.78179 -18.85977 -11.91379 0.18
H 20.38358 -9.42540 -15.74897 0.39
H 20.21074 -9.99404 -17.36360 0.40
H 17.51506 -9.96221 -14.02243 0.27
H 18.11083 -5.14486 -24.66430 0.42
H 12.78894 0.53456 -12.11862 0.41
C 30.29636 -13.25981 -16.97857 -1.17
C 29.97000 -14.72956 -17.40809 1.47
C 20.67720 -3.89740 -21.61352 1.65
N 16.22181 -14.22312 -22.38082 -0.30
C 19.99760 -2.54673 -21.19386 -1.26
C 16.66568 -11.63289 -16.06447 1.37
H 10.15057 -11.01419 -9.58191 0.36
H 31.73597 -14.94655 -18.76850 0.38
H 8.96884 -13.24297 -10.57843 0.51
C 11.36541 -14.35204 -7.19347 1.23
H 14.82002 -12.81542 -16.30544 0.39
H 12.64011 -15.32996 -8.47642 0.45
H 8.53462 -12.53727 -6.88339 0.44
H 14.97203 -1.28134 -16.42029 0.30
C 11.75065 -15.61833 -7.91626 -1.67
O 15.33889 -19.33357 -15.50815 -0.67
H 19.55225 -12.33949 -13.94516 0.42
C 14.01037 -0.40468 -13.77548 1.33
H 21.96442 -4.60227 -23.13697 0.39
H 12.57268 -1.24762 -15.35449 0.34
C 19.21656 -11.39267 -14.36819 -1.10
N 11.34852 -12.80156 -21.60049 -0.37
C 30.11502 -12.97255 -15.43588 -0.72
H 20.52513 -12.51603 -17.39327 0.39
N 16.03484 -18.96163 -17.62743 -0.36
H 17.08870 -1.90017 -14.19333 0.43
C 13.66355 0.75481 -12.73069 -1.82
H 11.16106 -15.86211 -8.80004 0.32
H 31.02999 -13.86469 -13.55386 0.49
H 16.45336 -0.46063 -16.31866 0.43
H 22.26541 -5.09441 -20.62917 0.34
N 17.51141 -19.02462 -15.98866 -0.42
H 20.77122 -5.96717 -22.72109 0.40
H 18.85599 -3.49783 -24.61811 0.35
C 15.09429 -2.76747 -13.83068 1.79
C 16.21283 -2.19340 -14.77209 -1.55
N 10.54263 -10.92084 -21.58914 -0.40
H 21.98876 -3.64101 -19.88722 0.43
N 17.23192 -15.75513 -21.70418 -0.41
H 16.33846 -13.85414 -21.44788 0.12
H 15.70352 -13.74952 -23.10688 0.20
H 13.09643 -3.39423 -14.37903 0.36
O 30.32314 -17.07706 -16.71559 -0.38
O 16.57727 -15.82683 -23.79592 -0.68
C 21.50823 -3.67236 -22.79745 -1.73
H 28.10707 -15.86907 -17.64482 0.41
C 19.68168 -9.93020 -16.41276 -1.60
H 12.98788 -14.92426 -5.77947 0.39
C 18.44398 -4.54148 -22.60685 1.62
C 16.22036 -19.09455 -16.34711 0.69
H 15.72053 -12.54722 -17.81881 0.37
H 15.85010 0.34454 -14.05627 0.36
N 14.42431 -1.71350 -13.10205 0.24
H 19.20811 -2.03745 -23.06486 0.27
H 20.79225 -4.80246 -19.63492 0.44
H 29.45987 -17.06000 -16.29596 0.39
C 15.81242 -12.73700 -16.74940 -1.88
H 8.03559 -14.72554 -6.12334 0.40
C 30.66653 -15.15728 -18.76939 -1.71
H 12.13177 0.38701 -14.78213 0.44
H 30.40246 -11.94807 -15.19942 0.41
C 16.16988 -10.24098 -16.38086 -1.77
H 13.37742 -13.63005 -6.86844 0.42
H 18.01836 -10.96876 -18.33616 0.35
H 15.73021 -11.31728 -14.30345 0.46
C 19.32733 -11.38353 -15.93366 1.35
H 14.21395 -4.66821 -14.40221 0.47
C 15.72330 -0.97393 -15.69283 -0.65
H 18.18702 -1.18816 -21.78057 0.40
H 16.33868 -3.22747 -12.01532 0.42
H 16.31866 -13.69334 -16.61818 0.44
H 19.80926 -4.86267 -24.43122 0.34
H 29.75694 -12.44458 -17.46078 0.41
C 18.76607 -2.06547 -22.06890 -0.72
H 23.15948 -16.80329 -11.86201 0.16
H 12.43377 -13.21333 -5.49764 0.40
H 10.34480 -15.77236 -5.93297 0.37
C 12.62065 -0.55066 -14.51780 -1.78
H 9.24018 -14.73619 -9.78271 0.31
H 16.54149 -5.34880 -23.18072 0.47
H 19.68958 -2.49994 -20.14934 0.45
C 12.58704 -14.01267 -6.22267 -1.74
C 18.82152 -4.48772 -24.16311 -1.63
H 8.53819 -11.23252 -8.86423 0.40
H 13.38404 1.70015 -13.19579 0.39
C 20.51687 -12.41308 -16.30817 -1.84
H 29.06651 -16.76031 -14.55314 0.50
H 14.99755 -4.33297 -12.40061 0.50
H 23.19460 -15.60036 -13.07501 0.21
N 18.04427 -11.77208 -16.64482 0.24
H 7.68993 -13.39759 -8.15457 0.42
H 16.34671 -9.87624 -17.39268 0.32
H 20.92099 -3.22638 -23.60016 0.39
C 17.29443 -5.59907 -22.43336 -1.81
C 10.21775 -14.71362 -6.15891 -1.02
H 23.01501 -19.64798 -13.40785 0.22
C 31.05874 -13.99142 -14.63608 -1.32
C 16.67963 -11.81000 -14.51303 -1.01
C 15.07826 0.05363 -14.76884 -1.13
C 8.82156 -14.67709 -6.87701 -0.78
H 8.64233 -15.55428 -7.49873 0.36
H 15.14315 -18.99946 -18.10025 0.20
H 31.32214 -12.92428 -17.13121 0.38
H 10.59654 -13.72072 -10.44659 0.30
C 21.43858 -4.41493 -20.42243 -1.96
H 16.46694 -4.39193 -13.36558 0.41
H 20.60060 -1.64419 -21.29337 0.40
C 23.06932 -17.66792 -13.58881 0.63
H 30.36142 -16.15814 -19.07482 0.37
C 17.81142 -3.22653 -22.02484 -1.33
H 28.17001 -14.39292 -18.53924 0.44
H 17.53115 -15.18573 -20.92551 0.17
H 17.48253 -19.12267 -14.98385 0.21
H 16.58846 -9.40642 -15.81837 0.33
H 14.58373 0.85534 -15.31728 0.44
C 9.59916 -11.45568 -8.75177 -2.04
H 18.26936 -18.83658 -16.62916 0.19
H 20.39370 -13.47407 -16.09082 0.44
H 21.45131 -12.00530 -15.92262 0.39
H 16.76382 -5.38922 -21.50465 0.42
C 15.79867 -3.72497 -12.82091 -1.97
C 16.78820 -15.21884 -22.77330 0.73
C 28.42146 -14.82794 -17.57196 -1.70
N 11.08276 -13.10727 -7.92863 0.09
H 12.07695 -13.34266 -9.44138 0.36
H 29.05548 -13.02775 -15.18598 0.31
H 17.55780 -3.45250 -20.98911 0.46
H 11.96828 -1.00807 -13.77397 0.46
O 20.08970 -6.21003 -22.09010 -0.40
N 30.55967 -15.78430 -16.36701 0.12
H 30.33975 -14.42829 -19.51094 0.44
H 10.35822 -10.04848 -22.06359 0.21
H 10.56227 -13.05077 -21.01758 0.17
H 10.27113 -14.02089 -5.31905 0.38
C 30.66635 -15.50051 -14.91819 1.33
H 16.58281 -2.98611 -15.42235 0.47
H 32.75089 -15.96927 -14.23565 0.40
H 15.10402 -10.27608 -16.15546 0.51
N 19.59320 -4.96339 -21.79923 -0.03
C 14.11957 -3.61860 -14.68059 -1.72
H 16.73970 -12.86247 -14.23589 0.36
H 18.81588 -9.26829 -16.39332 0.33
C 31.74015 -16.36476 -14.13523 -1.74
H 17.65045 -6.61829 -22.28322 0.38
H 16.89013 -18.92154 -18.16313 0.15
H 27.88659 -14.24410 -16.82285 0.31
O 12.13006 -11.11392 -22.94835 -0.68
H 29.28505 -15.76850 -13.15775 0.40
O 23.16306 -17.77121 -14.82196 -0.67
H 14.55792 0.91826 -12.12946 0.44
C 11.42892 -11.63158 -22.09664 0.69
H 12.03451 -16.46149 -7.28651 0.45
C 9.76449 -12.92121 -8.56603 1.77
H 28.45096 -15.06260 -14.48734 0.28
O 18.10324 -11.86315 -17.99784 -0.39
O 12.11155 -12.63968 -8.78852 -0.42
H 19.86205 -10.62132 -13.94810 0.38
C 17.76645 -11.00114 -13.80903 -0.70
H 31.54712 -16.20709 -13.07411 0.38
N 23.05192 -18.78517 -12.88413 -0.40
H 14.32460 -3.64161 -15.75089 0.31
H 16.84389 -2.98228 -22.46340 0.43
H 17.86320 -11.09694 -12.72756 0.38
H 10.07565 -11.13010 -20.71837 0.17
C 29.27453 -15.73502 -14.24718 -1.68
H 32.11156 -13.76110 -14.79925 0.44
H 11.96278 -13.55444 -21.87611 0.22
C 9.65802 -13.73546 -9.89245 -1.70
H 9.98287 -11.04248 -7.81896 0.49
C 8.63868 -13.33213 -7.62195 -1.29
N 23.13152 -16.58230 -12.84713 -0.32
O 13.44684 -2.14987 -12.25917 -0.46
H 22.27658 -2.92297 -22.60729 0.44
```

The energy comes out at -90400.356 eV. The charge is 0. The largest force on an atom comes out at 0.25245 Eh/bohr. The gap between HOMO and LUMO is 0.2921 Ha. For the energy relative to the best compared isomer or geometry (same formula, charge and spin), the calculation gives 1058.96 kJ/mol.